13
Properties=species:S:1:pos:R:3:mulliken_charge:R:1 method="wB97M-V/def2-TZVPD" fmax_ev_per_a=4.51 relative_energy_kj_mol=729.0 lumo_ha=0.15811 charge=-1
C 1.119 -0.536 0.182 -1.0360
C 0.138 0.199 -0.648 0.2299
N -2.487 0.088 -0.063 0.2758
N -2.604 1.284 -0.037 -0.6337
N -0.014 1.571 -0.520 -0.2342
O 0.426 2.214 0.436 -0.4829
O -3.170 -0.774 0.453 -0.7256
H 2.013 -0.880 -0.512 0.2083
H 1.525 0.107 0.925 0.3474
H 0.822 -1.439 0.624 0.3315
H 0.150 -0.193 -1.673 0.3159
H -1.087 0.078 -0.348 0.1940
H -3.536 1.604 0.267 0.2098